# C69H154As3Cl2F18N8

A structure of composition C69H154As3Cl2F18N8 (wB97M-V/def2-TZVPD, OMol25).

```
254
Properties=species:S:1:pos:R:3:mulliken_charge:R:1
C 0.1496 3.2289 0.7162 -1.5281
C -0.0349 2.6003 -0.6724 1.9427
C 0.0784 1.0916 -0.4149 1.1246
N 0.4797 0.2957 -1.6282 1.1288
C 1.7807 0.6725 -2.2173 -1.1967
C -0.6233 0.5151 -2.6468 0.5528
C -0.3844 -0.5789 -3.6743 -0.7760
C 0.0919 -1.7568 -2.8227 -0.8594
C 0.5045 -1.1609 -1.4182 -0.3229
H 0.1021 4.3448 0.7104 0.4322
H 1.1079 3.0116 1.1856 0.2110
H -0.7156 2.9161 1.3811 0.3416
H 0.6051 2.9844 -1.4825 -0.2273
H -1.0073 2.9527 -1.0063 -0.6238
H -0.9002 0.7137 -0.0040 -0.7242
H 0.9147 0.9784 0.3559 -0.5236
H 2.5155 0.6477 -1.4232 0.0548
H 1.5976 1.5712 -2.7636 0.2074
H 2.1930 -0.0856 -2.9041 0.6190
H -0.6834 1.5580 -2.9958 0.1007
H -1.5403 0.2495 -2.1608 -0.5203
H 0.4272 -0.1752 -4.3013 0.2687
H -1.2644 -0.6779 -4.2884 0.4293
H 0.8941 -2.2767 -3.3022 0.4165
H -0.6723 -2.5746 -2.6583 0.2719
H 1.4859 -1.4664 -1.1091 0.4785
H -0.2172 -1.3869 -0.6675 -0.1884
C -0.4845 -1.6632 2.5114 -0.8813
C -0.3995 -1.3778 3.9829 1.4754
C 1.0273 -1.2688 4.3923 -0.7943
N 1.3301 -0.1566 5.4062 0.3600
C 1.4220 1.1081 4.6664 -0.4618
C 2.6267 -0.2933 6.1461 0.2463
C 2.5457 0.8453 7.2067 -1.0992
C 1.0157 0.8981 7.5192 -0.7285
C 0.3578 -0.0493 6.5620 0.8545
H -0.0770 -2.6717 2.2960 0.4080
H 0.1513 -0.9454 1.9532 0.0345
H -1.4547 -1.5519 2.1260 -0.0062
H -0.8770 -2.2003 4.5281 -0.1456
H -0.9332 -0.4220 4.1597 -0.4644
H 1.6884 -1.1713 3.5098 0.1342
H 1.4384 -2.1352 4.8467 0.3234
H 1.8743 1.8528 5.3214 0.6172
H 0.4321 1.3928 4.3468 0.0062
H 2.1063 0.9861 3.8325 -0.0610
H 3.3905 -0.0599 5.4342 -0.1808
H 2.7977 -1.3192 6.4849 0.5043
H 3.0414 1.7475 6.9325 0.3724
H 3.0490 0.4893 8.1036 0.4009
H 0.5309 1.8545 7.3865 0.3841
H 0.7089 0.6134 8.5254 0.4663
H -0.6316 0.1955 6.1684 -1.3348
H 0.3660 -1.0863 7.0179 0.4136
C -3.6333 0.1551 -6.2710 -1.5139
C -2.7869 1.3743 -6.5528 0.9100
C -2.5930 1.5871 -8.0214 -1.1153
N -1.5582 2.5898 -8.4351 0.7432
C -0.2064 2.1987 -7.9143 -0.9058
C -1.9006 3.8890 -7.7488 -0.3213
C -1.6612 5.0333 -8.8623 -0.7453
C -2.1160 4.2596 -10.1643 -0.6670
C -1.5732 2.9121 -9.9253 -0.5126
H -4.0190 0.2337 -5.2289 0.2731
H -3.0882 -0.8143 -6.3525 0.3395
H -4.5244 0.2331 -6.8795 0.4924
H -1.8077 1.2667 -6.0582 -0.4283
H -3.2807 2.2345 -6.1465 0.3194
H -3.5214 1.9810 -8.4548 0.4041
H -2.3479 0.6231 -8.4414 0.3631
H 0.1525 1.4595 -8.5950 0.3902
H -0.3479 1.8636 -6.8911 0.0516
H 0.5003 3.0122 -7.8277 0.4207
H -1.1889 4.0023 -6.9150 0.1500
H -2.9316 3.8074 -7.3351 0.2508
H -0.5649 5.1811 -8.9235 0.2695
H -2.1916 5.9679 -8.7107 0.4345
H -1.9670 4.7715 -11.1282 0.3911
H -3.1985 4.1834 -10.1103 0.3131
H -0.5152 3.0594 -10.1499 0.3617
H -2.0572 2.0822 -10.4642 0.3060
C -3.3329 -6.5826 0.7482 -1.4023
C -2.8873 -6.7230 -0.7304 -0.0144
C -1.7405 -7.7395 -0.8068 -0.8095
N -1.1587 -8.0075 -2.1999 0.2799
C -0.4604 -6.8166 -2.8501 -0.0364
C 0.4864 -7.3272 -4.0018 -0.9359
C 1.4652 -8.3564 -3.6445 -0.3700
C 0.7182 -9.5775 -3.0224 -1.0250
C -0.1270 -9.0775 -1.8685 -0.5609
C -2.2077 -8.5147 -3.0524 -1.1084
H -3.8347 -5.6327 0.9102 0.3542
H -2.4184 -6.5852 1.3134 0.3998
H -4.0204 -7.3727 1.1465 0.3387
H -2.5472 -5.7465 -1.0148 0.2881
H -3.7333 -7.0026 -1.3377 0.3125
H -2.0688 -8.7192 -0.5408 0.4040
H -0.8761 -7.4877 -0.2362 0.3586
H 0.0611 -6.2968 -2.0761 -0.0365
H -1.2569 -6.1306 -3.2393 0.3232
H 0.9544 -6.3857 -4.3364 0.4522
H -0.1381 -7.5550 -4.8865 0.4309
H 2.1168 -8.0099 -2.8489 0.1230
H 2.0649 -8.6101 -4.5775 0.3800
H 1.3938 -10.2554 -2.5734 0.4628
H 0.0481 -10.0334 -3.7218 0.3695
H 0.5048 -8.6230 -1.0951 0.4317
H -0.7327 -9.8812 -1.4668 0.4823
H -2.5961 -9.4088 -2.5951 0.3593
H -1.7609 -8.7771 -4.0149 0.4827
H -3.0163 -7.8655 -3.1663 0.3310
C 0.1389 7.3300 -3.5993 -1.0790
C 1.5457 7.3395 -3.0583 -0.4952
C 1.7200 6.2123 -2.0896 0.0983
N 3.1093 5.8041 -1.6460 0.1888
C 2.9014 5.0960 -0.2871 -0.1885
C 4.1579 4.4042 0.2641 -0.9611
C 4.8236 3.5052 -0.8268 0.4730
C 5.0507 4.2715 -2.1263 -0.7676
C 3.7113 4.7620 -2.6130 -0.1553
C 3.9988 6.9635 -1.6118 -1.1278
H -0.5538 7.2694 -2.7452 0.2644
H -0.1175 6.3985 -4.2181 0.1354
H -0.0619 8.2626 -4.1765 0.4097
H 1.7119 8.2860 -2.5505 0.3878
H 2.3114 7.2314 -3.8108 0.3647
H 1.2561 5.2574 -2.5053 -0.4525
H 1.1950 6.4892 -1.1271 0.3736
H 2.0733 4.4234 -0.5310 -0.2198
H 2.5469 5.8569 0.3935 0.5585
H 3.8775 3.6771 1.0591 0.2782
H 4.8537 5.1667 0.5683 0.4285
H 4.2726 2.6092 -1.0244 -0.4031
H 5.7990 3.2238 -0.4097 0.1716
H 5.4998 3.6835 -2.9129 0.4433
H 5.7567 5.0934 -1.9414 0.2804
H 2.9697 3.9597 -2.7979 -0.1392
H 3.8184 5.2681 -3.5485 0.5694
H 3.4752 7.7064 -1.0335 0.4147
H 4.1710 7.3242 -2.6000 0.3718
H 4.9591 6.7898 -1.0650 0.4489
C -3.5803 3.9911 3.5118 -1.5936
C -4.6225 4.7238 2.5902 -0.2867
C -4.0872 4.4420 1.2396 0.2228
N -4.8546 5.0577 0.1493 0.1689
C -4.3094 4.8348 -1.2467 -1.3279
C -4.3973 3.3737 -1.6460 0.8114
C -5.8199 2.7841 -1.4874 -1.0547
C -6.5103 3.1917 -0.2204 -0.3709
C -6.3111 4.6438 0.1454 -0.8041
C -4.7443 6.6129 0.2528 -1.0422
H -3.9197 3.9867 4.5104 0.6221
H -2.6000 4.4532 3.5497 0.3778
H -3.4954 2.9779 3.1526 0.2315
H -4.6945 5.7842 2.8593 0.3006
H -5.6429 4.3033 2.8231 0.2873
H -4.0821 3.3633 1.0645 -0.3020
H -3.0509 4.8244 1.1957 0.0267
H -3.2761 5.1583 -1.2373 0.6657
H -4.8707 5.5283 -1.8908 0.4125
H -3.6557 2.8481 -1.0462 -0.4976
H -3.9655 3.3702 -2.6691 0.3493
H -5.7964 1.7181 -1.6625 0.4583
H -6.3573 3.2144 -2.3057 0.4224
H -6.0856 2.6170 0.5879 -0.0235
H -7.5555 2.9253 -0.1820 0.5772
H -6.6897 4.9353 1.1379 0.5768
H -6.7128 5.2665 -0.6499 0.4973
H -5.2833 7.0231 -0.5824 0.4891
H -3.7143 6.9050 0.1784 0.3324
H -5.1690 6.8350 1.2167 0.4458
C 8.6747 0.6873 0.2041 -1.2025
C 8.7986 -0.6892 0.8897 -0.2493
C 7.8276 -1.8098 0.3402 -0.5118
N 7.8088 -3.0854 1.0192 0.7089
C 9.1552 -3.7079 0.9501 -0.6721
C 9.1627 -5.1121 1.5775 -0.8158
C 8.8501 -5.0543 3.0986 -0.6690
C 7.5474 -4.3288 3.2432 -0.8414
C 7.5049 -2.9500 2.5230 -0.1176
C 6.7519 -3.9063 0.3464 -1.0126
H 8.9845 0.6967 -0.8638 0.3841
H 9.2544 1.5113 0.7270 0.3681
H 7.6726 1.1214 0.2535 -0.0066
H 8.5257 -0.4639 1.9382 0.2409
H 9.8240 -1.0695 0.7962 0.5046
H 8.0192 -2.0898 -0.7109 0.6947
H 6.7917 -1.4368 0.3814 -0.2392
H 9.8326 -3.0675 1.4846 0.4399
H 9.5024 -3.8009 -0.0643 0.4035
H 10.1907 -5.3843 1.4118 0.4623
H 8.5114 -5.7725 0.9816 0.3299
H 9.6447 -4.5504 3.6140 0.3426
H 8.7096 -6.0451 3.4995 0.3713
H 7.3164 -4.1091 4.2679 0.4931
H 6.7410 -4.9809 2.9280 0.3405
H 8.2493 -2.2386 2.8719 0.4771
H 6.5204 -2.5233 2.5701 -0.0936
H 6.5181 -4.7334 0.9908 0.3862
H 7.0372 -4.3289 -0.6011 0.4467
H 5.8164 -3.3785 0.0626 0.0237
C -8.3198 1.0816 5.3116 -1.4906
C -7.4325 -0.1029 5.6536 -0.3241
C -6.2286 -0.1421 4.6887 -0.7215
N -5.0075 -0.9577 5.1247 1.1623
C -4.3481 -0.3510 6.2718 -0.7938
C -3.2605 -1.1137 6.8548 1.2755
C -3.6411 -2.4888 7.2389 -1.5398
C -4.2268 -3.2103 5.9974 -0.4571
C -5.3639 -2.3807 5.4147 -0.7557
C -4.0976 -0.7463 3.9326 -0.4623
H -7.9723 2.0970 5.5782 0.3676
H -9.2125 0.9530 5.9392 0.4114
H -8.7365 1.2093 4.2890 0.3603
H -7.9872 -1.0048 5.6504 0.4652
H -7.1180 0.1202 6.6619 0.2199
H -5.8278 0.8669 4.5366 0.1337
H -6.5230 -0.4688 3.7002 0.6045
H -5.0410 -0.3564 7.1611 0.1856
H -4.0619 0.7145 6.0204 0.2651
H -2.8648 -0.4463 7.6140 0.6733
H -2.4356 -1.0335 6.1355 -1.1156
H -4.3670 -2.4500 8.0049 0.4648
H -2.8395 -3.0522 7.6901 0.4099
H -4.6495 -4.1404 6.3238 0.5271
H -3.3543 -3.2968 5.3065 0.1293
H -6.1193 -2.3094 6.1948 0.4612
H -5.8190 -2.8138 4.5324 0.3960
H -4.0663 0.2884 3.6795 -0.0854
H -4.5857 -1.3504 3.1173 0.2873
H -3.1503 -1.1917 4.2138 -0.3686
Cl -2.0916 1.9088 5.4018 -0.5296
Cl 0.4543 3.3347 -4.5535 -0.6244
As 4.8183 0.1883 1.9452 2.2003
F 4.8500 0.0322 0.2283 -0.4593
F 3.0635 0.5743 1.8800 -0.9131
F 4.7657 0.1838 3.6770 -0.4762
F 6.4380 -0.2772 2.0779 -0.1878
F 5.2878 1.8257 1.7362 -0.4354
F 4.3600 -1.4624 2.0684 -0.6602
As -3.7244 -0.5488 -0.0465 2.0106
F -4.0319 -1.9313 1.0207 -0.5382
F -2.9286 0.2702 1.3321 -0.4647
F -3.4786 0.8972 -0.9726 -0.6552
F -4.4133 -1.2721 -1.4930 -0.4998
F -5.2661 0.0735 0.4927 -0.5143
F -2.1542 -1.1948 -0.6000 -0.5874
As 2.0394 -5.0284 -0.1356 2.0816
F 0.2692 -4.9143 -0.1440 -0.6416
F 2.0658 -3.4759 0.5323 -0.4646
F 3.7337 -5.0504 -0.2525 -0.4284
F 1.8224 -6.5911 -0.9437 -0.5110
F 1.9282 -4.2812 -1.7995 -0.5038
F 2.0895 -5.7903 1.3503 -0.4877
```

HOMO-LUMO gap   8.1 eV
LUMO energy   -4.510 eV
Total charge   +3